(1)
The following is a DFT calculation (ωB97M-V with the def2-TZVPD basis set) of a 2-piece molecular cluster, CH5ClN2S overall at a distorted geometry.

- Frontier orbital gap: 9.65 eV
- HOMO level: -9.12 eV

Cartesian coordinates (Å):
C1 -0.083448 1.032263 -0.014840
N1 0.059275 -0.522200 0.047578
N2 -1.026994 -1.069188 -0.138496
S1 -1.366076 -2.642964 0.057036
H1 -1.120542 1.405679 0.222172
H2 0.308024 1.492710 0.967472
H3 0.299978 1.456978 -0.976183
H4 -2.665498 -2.343845 0.199932
Cl1 3.375210 0.724499 0.025889
H5 2.220070 0.466068 -0.390557

Atoms 1-3, force components in eV/Å:
C -1.0 0.1 1.8
N 0.0 1.1 -0.2
N -0.4 3.4 0.2

Löwdin atomic charge list, values in e, 2 entries:
1. C -0.14
2. N -0.13



(2)
The following is a DFT calculation (ωB97M-V with the def2-TZVPD basis set) of a 2-piece molecular cluster, CH3F2OPS overall at a distorted geometry.

- Frontier orbital gap: 8.14 eV
- HOMO level: -11.01 eV

Cartesian coordinates (Å):
C1 1.245534 0.296218 0.168251
O1 -0.028463 0.871825 0.252642
F1 -1.267026 -0.001418 -1.740382
F2 -0.259167 -2.190598 0.395030
P1 -1.323360 0.107215 -0.169465
S1 -3.050122 0.733898 0.501837
H1 1.795234 0.654580 -0.679992
H2 1.054599 -0.851269 0.101614
H3 1.832771 0.379553 1.170462

Atoms 1-3, force components in eV/Å:
C 2.1 -3.8 1.9
O -1.9 0.2 0.1
F 0.3 -0.5 1.3

Löwdin atomic charge list, values in e, 2 entries:
1. C -0.14
2. O -0.32



(3)
The following is a DFT calculation (ωB97M-V with the def2-TZVPD basis set) of a single C7H16 molecule at a distorted geometry.

- Frontier orbital gap: 9.80 eV
- HOMO level: -8.66 eV

Cartesian coordinates (Å):
C1 2.421057 0.204345 -0.981748
C2 1.624522 0.004777 0.332522
C3 0.240836 -0.649346 0.273985
C4 -0.442476 -0.764588 2.024277
C5 -0.702280 0.024003 -0.740489
C6 -0.889390 1.525644 -0.454933
C7 -2.040992 -0.695052 -0.807318
H1 2.574408 -0.734081 -1.524153
H2 3.417233 0.615110 -0.757205
H3 1.948837 0.915338 -1.672104
H4 2.254053 -0.562555 1.020859
H5 1.493486 1.007531 0.768890
H6 0.029135 -1.621283 0.686813
H7 0.333004 -1.143508 2.719854
H8 -0.716361 0.246530 2.257163
H9 -1.318600 -1.439991 2.195440
H10 -0.260506 -0.034956 -1.756036
H11 -1.608891 1.975838 -1.150215
H12 -1.270176 1.676690 0.561133
H13 0.045170 2.091792 -0.549130
H14 -2.707731 -0.254877 -1.557243
H15 -1.885370 -1.750372 -1.056173
H16 -2.538966 -0.637000 0.165822

Atoms 1-3, force components in eV/Å:
C -0.2 -0.1 0.0
C 0.0 -0.1 0.3
C -1.1 0.6 2.6

Löwdin atomic charge list, values in e, 2 entries:
1. C -0.11
2. C -0.25



(4)
The following is a DFT calculation (ωB97M-V with the def2-TZVPD basis set) of an isolated ion of composition H3N3O2P and charge -1 at a distorted geometry.

- Charge: -1
- Frontier orbital gap: 8.99 eV
- HOMO level: -4.77 eV

Cartesian coordinates (Å):
H1 1.222277 0.450533 -2.472043
N1 0.651977 0.149264 -1.688926
N2 1.037650 0.995031 -0.681560
P1 0.099946 0.372608 0.730938
N3 -0.812871 -0.912425 0.120977
O1 1.123270 -0.183932 1.691011
O2 -0.886447 1.392870 1.215802
H2 -0.694259 -1.667321 0.796383
H3 -1.741543 -0.596629 0.287418

Atoms 1-3, force components in eV/Å:
H 0.4 0.4 -0.6
N 2.1 4.0 3.9
N -2.7 -4.5 -3.8

Löwdin atomic charge list, values in e, 2 entries:
1. H -0.01
2. N -0.06



(5)
The following is a DFT calculation (ωB97M-V with the def2-TZVPD basis set) of a 14-piece molecular cluster, C14H56O14 overall at a distorted geometry.

- Frontier orbital gap: 9.73 eV
- HOMO level: -9.40 eV

Cartesian coordinates (Å):
C1 1.608707 4.072730 0.051637
O1 0.303914 4.624598 0.124222
H1 2.282420 4.433645 0.828775
H2 1.540855 2.994841 0.198780
H3 1.963104 4.155551 -0.975815
H4 0.369969 5.476089 -0.314192
C2 2.838051 -0.811516 -3.900415
O2 2.250878 -0.267520 -2.677493
H5 2.621174 -0.131546 -4.724259
H6 3.917448 -0.952897 -3.845599
H7 2.452005 -1.813632 -4.087046
H8 2.379910 -0.991196 -2.060053
C3 -0.111541 2.587773 -3.002126
O3 1.219877 2.254071 -2.694930
H9 -0.751002 1.914127 -2.431694
H10 -0.372965 3.576404 -2.624801
H11 -0.252537 2.411128 -4.068433
H12 1.286333 1.296434 -2.705528
C4 3.816564 0.706656 1.150443
O4 4.131446 1.776884 2.014329
H13 4.471776 -0.136153 1.370581
H14 2.860942 0.339902 1.525104
H15 3.679053 0.966025 0.100722
H16 4.857399 2.260645 1.613630
C5 1.399361 -4.813193 1.332325
O5 1.340159 -3.424407 0.965515
H17 0.387874 -5.087286 1.632093
H18 1.790714 -5.458704 0.546025
H19 2.117939 -4.990812 2.132450
H20 0.960925 -2.969529 1.721077
C6 -4.265507 1.228417 -1.850470
O6 -5.643922 1.410933 -1.857846
H21 -3.941831 0.205889 -2.044805
H22 -3.667969 1.880294 -2.487733
H23 -3.878416 1.381328 -0.843066
H24 -5.806093 2.242596 -1.406581
C7 3.640652 -3.445524 -1.563168
O7 2.573040 -2.614649 -1.256412
H25 3.389256 -4.455768 -1.886143
H26 4.320062 -3.067679 -2.327187
H27 4.197361 -3.583139 -0.636215
H28 2.039251 -2.903547 -0.512626
C8 -2.802013 3.666049 0.433835
O8 -1.727541 2.772547 0.471385
H29 -3.747313 3.124046 0.461198
H30 -2.687636 4.266907 1.336051
H31 -2.850638 4.268825 -0.473020
H32 -0.928790 3.292647 0.356979
C9 -0.885816 -0.798156 -4.184483
O9 -1.686499 -1.090393 -3.046517
H33 -0.610199 0.256387 -4.193342
H34 -0.005987 -1.439863 -4.231632
H35 -1.533959 -0.940581 -5.049198
H36 -1.438358 -0.631371 -2.240713
C10 -2.909912 -0.054355 2.583270
O10 -2.011284 -0.861345 3.368713
H37 -2.890621 -0.448464 1.567192
H38 -3.946394 -0.030026 2.919743
H39 -2.520330 0.961223 2.513101
H40 -2.496047 -1.466355 3.934905
C11 -1.963149 -3.756606 -0.272316
O11 -3.076890 -4.638695 -0.229413
H41 -2.316628 -2.733858 -0.141418
H42 -1.302103 -3.984909 0.563742
H43 -1.417726 -3.725002 -1.215502
H44 -3.802567 -4.145221 0.159796
C12 -0.320160 2.768532 3.612598
O12 0.289014 2.584435 4.901258
H45 0.252762 3.476982 3.014305
H46 -0.381579 1.833655 3.055515
H47 -1.286514 3.249604 3.763629
H48 1.198305 2.333553 4.722815
C13 1.112489 -1.546316 4.166182
O13 0.404903 -2.408946 3.281591
H49 1.317328 -0.537690 3.807301
H50 0.526212 -1.487754 5.083211
H51 2.063534 -2.012586 4.423519
H52 -0.507887 -2.121697 3.358415
C14 -0.331305 -0.278792 -0.090480
O14 -1.488394 0.180220 -0.796131
H53 -0.502307 -0.322386 0.985146
H54 -0.034084 -1.251851 -0.481528
H55 0.543916 0.339514 -0.289942
H56 -1.614470 1.059830 -0.432833

Atoms 1-3, force components in eV/Å:
C 0.2 -1.1 -0.4
O 0.0 0.3 0.2
H 0.0 0.4 -0.2

Löwdin atomic charge list, values in e, 2 entries:
1. C -0.13
2. O -0.13



(6)
The following is a DFT calculation (ωB97M-V with the def2-TZVPD basis set) of a 2-piece molecular cluster, CH2ClO2S overall at a distorted geometry.

- Charge: -1
- Frontier orbital gap: 7.97 eV
- HOMO level: -4.79 eV

Cartesian coordinates (Å):
C1 1.786725 -0.143518 0.344915
O1 -1.687608 -1.122521 1.012198
O2 -1.172935 -0.883868 -1.429587
S1 -0.887412 -0.486803 -0.058062
Cl1 -1.597961 1.674471 -0.135467
H1 1.785336 0.243808 -0.659781
H2 1.773856 0.718432 0.925783

Atoms 1-3, force components in eV/Å:
C -0.4 -2.6 -0.7
O 0.8 0.8 -1.5
O 0.0 -0.2 0.6

Löwdin atomic charge list, values in e, 2 entries:
1. C 0.03
2. O -0.53